Here is a 3-piece molecular cluster, C15H35N7O6P overall from the Open Molecules 2025 dataset. Energies are from ωB97M-V with the def2-TZVPD basis set.

The calculation puts the orbital gap at 9.97 eV. As for the net charge: +1. As for the spin multiplicity: 1.

```
64
Properties=species:S:1:pos:R:3:forces:R:3
P -2.694 -1.088 -0.191 -2.879 0.622 1.323
O -2.196 4.934 -2.324 -0.053 -0.121 -0.004
O -3.754 1.139 2.270 0.251 -0.051 -0.017
O 0.474 1.889 -1.601 -0.908 0.108 -2.827
O 1.004 -4.544 -1.095 -0.247 0.022 -0.782
O 2.245 -4.314 0.705 0.448 2.643 3.679
O -2.400 -2.552 0.505 0.834 0.421 -0.646
N -0.302 5.052 -1.087 0.123 -0.182 0.177
N 2.225 2.268 -0.196 0.303 -0.495 -0.950
N -1.844 6.770 -1.043 -0.103 0.059 0.051
N -3.882 2.138 4.303 0.165 -0.062 0.057
N -1.047 -0.288 -0.551 -0.192 -1.070 -0.102
N -3.388 -1.431 -1.708 2.107 -0.401 0.478
N -5.205 2.851 2.562 -0.054 0.024 -0.175
C 2.942 1.150 0.432 0.432 0.397 0.620
C -0.103 -2.426 -1.677 -0.195 0.088 -0.481
C -0.092 1.804 0.638 0.843 -0.518 0.009
C 0.907 1.971 -0.499 0.078 -0.027 2.678
C -0.737 0.403 0.736 -0.669 1.587 1.738
C 4.382 -5.783 -0.222 0.382 0.286 0.006
C 0.704 -1.544 0.588 -1.664 0.468 -0.408
C 2.950 -6.032 -0.669 -0.033 -0.170 -0.310
C 1.160 -3.293 -1.782 0.039 -0.164 0.136
C 2.986 2.686 -1.391 0.603 0.110 0.366
C 2.051 -4.875 -0.286 0.274 -2.352 -2.440
C 0.025 -0.583 1.621 0.655 -0.754 -1.240
C -4.249 1.990 2.999 -0.114 0.116 0.089
C 0.122 -1.182 -0.813 1.192 -0.548 -0.222
C -1.498 5.546 -1.540 -0.010 0.139 0.019
H -0.611 -1.150 2.296 -0.370 -0.053 -0.214
H -2.302 -2.412 1.459 -0.178 -0.178 -0.088
H 3.219 0.380 -0.294 -0.243 -0.084 -0.098
H -1.281 7.289 -0.397 0.015 -0.008 -0.040
H 2.918 -6.256 -1.732 -0.234 -0.031 -0.049
H 2.587 -6.900 -0.121 -0.276 -0.163 -0.105
H -0.847 2.575 0.513 -0.168 -0.001 -0.350
H -0.021 4.156 -1.440 -0.004 0.058 -0.168
H -4.276 2.827 4.916 -0.021 -0.019 -0.021
H 1.772 -1.476 0.483 0.351 -0.274 0.588
H 4.997 -6.673 -0.314 -0.070 -0.163 -0.122
H 2.048 -2.790 -1.398 -0.055 0.186 0.082
H -1.687 0.637 1.222 -0.225 -0.226 -0.134
H 0.292 5.535 -0.438 -0.021 0.060 -0.055
H 4.435 -5.461 0.811 -0.139 -0.014 0.169
H -5.626 3.554 3.139 0.007 -0.030 0.010
H 2.902 3.757 -1.544 -0.341 0.072 -0.233
H 0.357 2.009 1.604 0.133 -0.046 0.147
H 2.414 0.708 1.268 -0.281 0.005 0.000
H 0.331 -2.543 0.772 0.693 -0.353 0.293
H 4.858 -5.002 -0.815 -0.025 0.033 -0.093
H 2.746 2.121 -2.289 -0.278 0.064 -0.015
H -1.267 0.400 -1.282 0.532 0.004 -0.125
H -4.219 -1.990 -1.527 -0.082 0.124 -0.215
H -5.497 2.766 1.605 -0.002 0.013 0.038
H -2.735 -1.952 -2.295 -0.538 -0.118 -0.322
H -0.922 -3.063 -1.346 0.076 0.001 0.211
H -3.181 1.515 4.658 -0.058 0.013 0.023
H 3.873 1.543 0.828 0.099 0.005 0.104
H -0.319 -2.123 -2.703 -0.241 0.197 -0.011
H 0.852 -0.611 -1.386 -0.042 0.428 0.204
H 4.035 2.504 -1.182 0.145 0.051 0.065
H 1.362 -3.521 -2.825 -0.072 -0.071 -0.129
H 0.713 -0.107 2.306 0.266 0.347 -0.159
H -2.714 7.161 -1.356 0.042 -0.005 -0.013
```
Positions in Å, forces in eV/Å.

Löwdin population analysis, charges in e, atoms 1 to 2: 0.960, 0.034